63
Properties=species:S:1:pos:R:3 method="wB97M-V/def2-TZVPD" relative_energy_kj_mol=8.0 homo_ev=-9.4 orbital_gap_ev=8.55
Sr -2.418 2.001 -0.293
O -1.211 0.662 1.377
C 0.095 0.871 0.743
C -0.051 -0.101 -0.431
O -0.914 0.323 -1.389
H 0.860 0.683 1.474
H 0.027 1.887 0.455
H -0.389 -1.192 -0.278
H 0.912 -0.026 -0.861
O 0.053 -1.643 -3.145
H -0.256 -0.870 -2.670
H 1.025 -1.651 -2.969
O 4.105 0.923 1.852
H 3.416 1.068 2.468
H 4.417 0.024 2.113
O 1.842 0.581 3.741
H 1.509 0.225 4.558
H 1.125 0.447 3.087
O 2.366 2.673 -0.437
H 2.712 1.780 -0.507
H 2.015 2.622 0.465
O 2.530 -2.141 -0.017
H 1.720 -1.680 0.103
H 2.350 -2.908 0.495
O -4.411 1.170 1.308
H -4.816 0.414 0.790
H -3.874 0.747 2.066
O -0.559 -1.740 2.809
H -0.870 -2.592 2.479
H -0.814 -1.172 2.086
O -0.879 4.140 -0.546
H -1.421 4.867 -0.868
H -0.007 4.512 -0.382
O 2.581 -1.040 -2.559
H 2.550 -1.533 -1.785
H 3.517 -1.095 -2.908
O -0.622 2.103 3.507
H -0.702 1.586 2.741
H 0.300 2.134 3.657
O -1.295 -3.550 -1.723
H -2.057 -3.074 -1.433
H -0.822 -2.822 -2.136
O 3.880 0.581 -0.958
H 3.592 -0.056 -1.577
H 3.765 0.111 -0.166
O -2.823 -1.156 -2.748
H -2.623 -0.870 -3.630
H -2.246 -0.601 -2.204
O -2.817 -1.244 0.333
H -1.921 -0.936 0.299
H -2.918 -2.192 0.528
O -2.845 -0.038 3.242
H -2.214 0.172 2.616
H -2.681 -0.941 3.481
O 0.744 1.852 -2.683
H 1.262 2.211 -1.979
H 0.306 1.131 -2.273
O -1.901 2.688 -2.863
H -0.955 2.463 -2.973
H -2.342 2.382 -3.699
O 0.742 -4.392 0.033
H 0.087 -3.849 -0.444
H 0.247 -4.947 0.610

***

15
Properties=species:S:1:pos:R:3 method="wB97M-V/def2-TZVPD" relative_energy_kj_mol=216.7 homo_ev=-8.4 orbital_gap_ev=9.04
C 1.531 1.053 1.625
C 1.151 0.933 0.389
C -0.107 -2.103 0.059
C -1.078 0.647 -1.521
P -0.580 0.182 0.152
S -1.810 0.796 1.444
H 2.476 1.456 1.881
H 0.862 0.659 2.333
H 1.392 1.231 -0.604
H 0.846 -2.285 0.460
H -1.005 -2.354 0.492
H -0.186 -2.301 -0.962
H -2.100 0.559 -1.480
H -0.587 1.552 -1.822
H -0.804 -0.027 -2.445

***

42
Properties=species:S:1:pos:R:3 method="wB97M-V/def2-TZVPD" s_squared=0.756 homo_ev="-10.9 / -10.7" spin_multiplicity=2 orbital_gap_ev="10.59 / 5.37"
O -0.248 1.405 0.574
C 0.093 0.218 0.822
O 0.378 -0.307 1.872
C 0.309 -0.556 -0.594
C 0.360 -2.023 -0.243
C 0.749 -3.014 -1.303
O 0.252 -4.098 -1.387
H 1.249 -0.165 -0.961
H -0.561 -0.248 -1.160
H 1.148 -2.163 0.505
H -0.525 -2.315 0.326
H 1.656 -2.735 -1.875
H 0.700 0.751 3.200
H 0.611 2.087 3.977
O 1.129 1.272 3.903
H -0.071 1.016 -3.370
H 0.497 -0.375 -3.903
O 0.398 0.565 -4.080
H -1.884 1.481 -0.477
H -2.534 1.968 -1.814
O -2.328 1.193 -1.283
H -0.853 -1.212 3.354
H -2.053 -0.343 3.171
O -1.808 -1.272 3.245
H 3.431 0.883 -2.808
H 3.272 0.234 -1.467
O 3.620 0.055 -2.349
H -1.077 3.241 2.609
H 0.359 3.853 2.751
O -0.477 3.704 3.204
H -3.374 -2.028 0.783
H -3.722 -1.907 2.317
O -4.063 -1.826 1.422
H -1.917 -0.106 -4.021
H -2.440 -0.925 -2.835
O -1.963 -1.001 -3.670
H 3.995 0.129 0.995
H 2.564 0.466 1.656
O 3.061 0.288 0.853
H 0.487 2.295 -1.110
H 1.774 2.921 -1.588
O 0.873 3.154 -1.333

***

171
Properties=species:S:1:pos:R:3 method="wB97M-V/def2-TZVPD" relative_energy_kj_mol=209.6 s_squared=0.764 homo_ev="-10.0 / -10.0" spin_multiplicity=2 orbital_gap_ev="7.27 / 3.69" charge=+1
C 4.959 0.162 -4.118
C 6.173 0.016 -4.762
C 6.320 0.558 -6.058
C 5.231 1.057 -6.717
C 3.981 0.943 -6.143
C 3.796 0.597 -4.820
O 2.496 0.635 -4.238
O 7.538 0.578 -6.684
H 4.745 -0.371 -3.203
H 6.908 -0.537 -4.195
H 5.380 1.290 -7.761
H 3.118 1.055 -6.783
H 1.793 0.952 -4.809
H 7.706 0.818 -7.598
C -5.272 -4.233 5.092
C -5.894 -3.261 5.939
C -5.622 -1.936 5.929
C -4.674 -1.474 4.998
C -3.886 -2.275 4.281
C -4.251 -3.648 4.240
O -3.631 -4.468 3.332
O -6.145 -1.088 6.893
H -5.457 -5.298 5.100
H -6.651 -3.631 6.614
H -4.444 -0.419 4.965
H -3.085 -1.783 3.749
H -4.137 -5.248 3.093
H -5.717 -0.242 6.741
C 1.500 -6.265 1.360
C 0.662 -5.170 1.117
C -0.484 -5.177 1.886
C -0.831 -6.166 2.798
C 0.006 -7.322 2.882
C 1.165 -7.321 2.103
O 1.982 -8.388 2.199
O -1.276 -4.053 1.784
H 2.425 -6.376 0.814
H 1.002 -4.374 0.472
H -1.722 -6.119 3.407
H -0.283 -8.197 3.444
H 1.583 -9.240 2.390
H -2.000 -4.096 2.413
C -1.114 -2.599 -3.574
C 0.019 -1.836 -3.543
C 1.211 -2.490 -3.246
C 1.320 -3.828 -3.430
C 0.206 -4.619 -3.717
C -1.027 -4.028 -3.736
O -2.109 -4.797 -3.900
O 2.262 -1.788 -2.831
H -2.113 -2.217 -3.717
H 0.048 -0.768 -3.701
H 2.322 -4.182 -3.242
H 0.331 -5.638 -4.054
H -2.915 -4.282 -3.986
H 2.281 -0.876 -3.130
C -3.744 5.720 2.585
O -2.498 5.409 2.973
P -1.197 6.168 2.382
O -1.047 7.564 2.799
O 0.025 5.169 2.929
C 1.335 5.644 2.846
O -1.371 5.845 0.814
C -1.516 4.516 0.328
H -4.413 4.898 2.330
H -3.851 6.487 1.817
H -4.278 6.143 3.436
H 2.065 4.959 2.416
H 1.749 5.953 3.806
H 1.400 6.574 2.280
H -1.518 4.456 -0.760
H -2.548 4.293 0.599
H -0.811 3.802 0.754
C 1.221 4.040 -3.398
O 1.503 5.329 -3.568
P 2.004 6.254 -2.421
O 2.148 5.586 -1.078
O 3.431 6.786 -3.033
C 3.498 7.765 -4.039
O 0.962 7.539 -2.498
C -0.253 7.335 -1.718
H 2.083 3.393 -3.564
H 0.395 3.679 -4.010
H 0.892 3.904 -2.367
H 4.383 8.307 -3.707
H 2.623 8.396 -4.192
H 3.775 7.316 -4.993
H -1.188 7.359 -2.278
H -0.246 8.142 -0.985
H -0.172 6.468 -1.064
C -3.180 1.220 -5.389
O -3.262 2.512 -4.899
P -3.214 2.714 -3.269
O -4.562 2.544 -2.701
O -2.566 4.232 -3.175
C -3.287 5.251 -3.802
O -2.096 1.731 -2.588
C -2.485 0.780 -1.687
H -2.545 1.332 -6.267
H -4.173 0.971 -5.762
H -3.028 0.340 -4.764
H -4.268 5.061 -4.236
H -2.612 5.762 -4.488
H -3.289 5.921 -2.942
H -1.781 -0.037 -1.528
H -3.499 0.405 -1.823
H -2.529 1.130 -0.655
C 0.358 -3.323 4.567
O 1.587 -2.626 4.477
C 2.749 -3.444 4.411
C 2.828 -4.445 5.627
O 2.609 -3.781 6.843
C 2.478 -4.590 8.004
H 0.298 -4.361 4.240
H -0.352 -2.812 3.917
H 0.067 -3.418 5.613
H 3.535 -2.688 4.426
H 2.780 -3.941 3.442
H 3.739 -5.044 5.620
H 2.045 -5.193 5.501
H 2.362 -5.664 7.864
H 1.767 -4.147 8.702
H 3.435 -4.415 8.498
C 3.187 2.382 2.895
O 4.373 1.620 3.092
C 4.381 0.482 2.349
C 5.822 0.011 2.266
O 6.704 0.694 1.375
C 6.843 2.190 1.445
H 3.104 2.524 1.818
H 3.026 3.342 3.386
H 2.393 1.702 3.203
H 4.024 0.745 1.353
H 3.746 -0.254 2.841
H 5.625 -1.039 2.052
H 6.294 -0.110 3.241
H 5.911 2.755 1.452
H 7.522 2.634 0.717
H 7.271 2.538 2.385
C -3.744 -2.084 0.084
O -4.219 -2.038 -1.283
C -4.898 -3.208 -1.659
C -5.344 -3.020 -3.109
O -4.354 -2.712 -4.076
C -4.876 -2.567 -5.408
H -3.840 -1.060 0.445
H -2.706 -2.405 0.166
H -4.485 -2.565 0.723
H -5.781 -3.278 -1.024
H -4.227 -4.067 -1.656
H -6.106 -2.248 -2.999
H -5.845 -3.936 -3.423
H -4.045 -2.812 -6.069
H -5.119 -1.529 -5.636
H -5.766 -3.194 -5.466
C -0.588 1.241 2.874
O 0.418 0.686 1.921
C -0.081 -0.521 1.425
C 0.524 -0.978 0.114
O 0.492 -0.024 -1.015
C 1.320 1.094 -0.829
H -1.087 2.060 2.355
H -0.079 1.682 3.731
H -1.303 0.518 3.267
H -1.159 -0.473 1.269
H 0.115 -1.323 2.136
H -0.024 -1.903 -0.067
H 1.523 -1.377 0.289
H 1.699 1.327 -1.824
H 2.162 0.850 -0.182
H 0.720 1.933 -0.478

***

42
Properties=species:S:1:pos:R:3 method="wB97M-V/def2-TZVPD" relative_energy_kj_mol=24.7 homo_ev=-14.4 orbital_gap_ev=1.87 charge=+2
In 33.043 2.944 -3.638
O 28.846 1.630 -5.846
C 29.863 2.003 -5.066
O 29.801 3.099 -4.463
O 30.926 1.489 -5.053
H 29.268 0.858 -6.232
F 34.345 4.525 -1.582
C 34.190 5.365 -0.529
C 33.171 5.078 0.421
C 33.118 5.791 1.659
C 34.108 6.783 1.903
C 35.003 7.108 0.923
C 35.087 6.400 -0.286
H 32.478 4.250 0.390
H 32.406 5.641 2.457
H 34.207 7.378 2.799
H 35.693 7.896 1.190
H 35.898 6.638 -0.958
F 35.099 4.739 -4.529
C 35.582 5.985 -4.593
C 36.457 6.432 -3.638
C 36.822 7.788 -3.603
C 36.347 8.665 -4.581
C 35.622 8.124 -5.626
C 35.170 6.820 -5.585
H 36.715 5.713 -2.875
H 37.359 8.177 -2.750
H 36.556 9.724 -4.593
H 35.196 8.749 -6.396
H 34.537 6.407 -6.357
F 35.889 2.567 -3.268
C 37.133 2.046 -3.386
C 37.826 1.591 -2.232
C 39.087 1.047 -2.465
C 39.699 1.135 -3.745
C 39.004 1.704 -4.879
C 37.744 2.249 -4.620
H 37.412 1.561 -1.235
H 39.663 0.673 -1.631
H 40.725 0.818 -3.865
H 39.489 1.949 -5.813
H 37.242 2.872 -5.346

***

16
Properties=species:S:1:pos:R:3 method="wB97M-V/def2-TZVPD" relative_energy_kj_mol=356.1 homo_ev=-9.5 orbital_gap_ev=10.21
C -1.398 0.119 -0.107
C -0.501 -0.527 0.988
C -0.391 -0.815 -0.946
C 1.030 -0.318 -0.672
C 1.464 1.011 -0.069
C 0.961 -0.079 0.811
H -2.140 1.907 -0.134
H -2.363 -0.453 -0.032
H -0.983 -0.653 1.923
H -0.719 -1.202 -1.917
H 1.831 -1.002 -1.004
H 2.532 1.161 -0.097
H 0.812 1.840 -0.258
H 1.688 -0.696 1.428
O -1.311 1.484 -0.038
O -0.512 -1.779 0.122

***

8
Properties=species:S:1:pos:R:3 method="wB97M-V/def2-TZVPD" relative_energy_kj_mol=69.4 s_squared=0.760 homo_ev="-12.0 / -12.5" spin_multiplicity=2 orbital_gap_ev="6.70 / 7.10" charge=+1
O 1.290 -0.747 0.173
C 0.035 -0.992 -0.025
C -0.980 -0.103 -0.155
O -0.817 1.280 0.112
C 0.247 1.915 0.075
Yb 2.494 1.035 0.377
H -0.258 -2.043 -0.171
H -2.011 -0.345 -0.386

***

83
Properties=species:S:1:pos:R:3 method="wB97M-V/def2-TZVPD" relative_energy_kj_mol=146.4 s_squared=8.994 homo_ev="-13.2 / -14.5" spin_multiplicity=6 orbital_gap_ev="4.94 / 7.52" charge=+2
Mn -0.835 -0.527 -0.163
C 1.476 1.366 2.158
N 1.268 1.116 0.708
P 1.603 -0.437 -0.021
C 3.045 -0.090 -1.054
C 3.133 -0.503 -2.378
C 4.211 -0.107 -3.158
C 5.204 0.689 -2.610
C 5.131 1.084 -1.276
C 4.051 0.705 -0.497
C 2.122 -1.528 1.314
C 3.462 -1.914 1.514
C 3.783 -2.816 2.548
C 2.826 -3.291 3.394
C 1.442 -2.827 3.301
C 1.130 -2.050 2.106
P -0.071 1.744 -0.178
C 0.472 1.981 -1.903
C 0.259 0.976 -2.851
C 0.609 1.149 -4.178
C 1.183 2.347 -4.581
C 1.389 3.362 -3.655
C 1.021 3.192 -2.331
C -0.348 3.386 0.467
C -1.621 3.952 0.448
C -1.781 5.274 0.833
C -0.678 6.020 1.222
C 0.595 5.452 1.227
C 0.769 4.132 0.855
H 2.539 1.492 2.372
H 1.115 0.549 2.778
H 0.963 2.276 2.452
H 2.367 -1.137 -2.806
H 4.270 -0.414 -4.196
H 6.041 1.003 -3.221
H 5.917 1.693 -0.845
H 3.997 1.025 0.537
H 4.244 -1.536 0.869
H 4.810 -3.142 2.661
H 3.078 -3.984 4.187
H 0.688 -3.546 3.600
H 0.090 -1.808 1.944
H -0.197 0.045 -2.578
H 0.420 0.360 -4.900
H 1.452 2.493 -5.620
H 1.821 4.305 -3.973
H 1.165 4.007 -1.637
H -2.476 3.375 0.129
H -2.770 5.719 0.827
H -0.804 7.053 1.520
H 1.455 6.044 1.516
H 1.759 3.688 0.864
Cl 1.182 -1.530 4.723
Ge -1.689 0.333 2.828
Cl -2.078 2.284 3.650
Cl -2.771 -1.015 4.119
C -4.587 -1.557 -0.481
C -3.868 -0.218 -0.402
O -2.635 -0.340 0.278
C -3.640 0.311 -1.837
F -2.693 -0.480 -2.431
F -3.154 1.565 -1.865
F -4.718 0.262 -2.593
C -4.731 0.773 0.402
F -5.906 0.970 -0.182
F -4.928 0.277 1.633
F -4.124 1.965 0.558
H -3.942 -2.286 -0.970
H -5.512 -1.465 -1.047
H -4.819 -1.906 0.524
Se -0.122 -3.256 -2.183
N -0.898 -2.522 -0.729
C -1.399 -3.518 0.005
C -2.100 -3.394 1.240
C -2.522 -4.529 1.852
C -2.288 -5.840 1.303
C -1.646 -6.006 0.130
C -1.180 -4.839 -0.559
N -0.528 -4.876 -1.703
H -2.314 -2.425 1.665
H -3.068 -4.443 2.786
H -2.643 -6.707 1.848
H -1.475 -6.983 -0.305